{"formula": "C67H62Ge2N3O4PdS4", "method": "wB97M-V/def2-TZVPD", "symbols": ["Pd", "O", "C", "C", "C", "C", "C", "C", "C", "O", "N", "O", "O", "H", "H", "H", "H", "C", "C", "N", "C", "C", "C", "C", "C", "C", "C", "C", "C", "N", "C", "H", "H", "H", "H", "H", "H", "H", "H", "C", "C", "C", "C", "C", "C", "C", "C", "C", "C", "C", "C", "C", "C", "C", "Ge", "S", "S", "Ge", "S", "S", "C", "C", "C", "C", "C", "C", "C", "C", "C", "C", "C", "C", "C", "C", "C", "C", "C", "C", "C", "C", "C", "C", "C", "C", "C", "C", "C", "C", "C", "C", "C", "C", "C", "H", "H", "H", "H", "H", "H", "H", "H", "H", "H", "H", "H", "H", "H", "H", "H", "H", "H", "H", "H", "H", "H", "H", "H", "H", "H", "H", "H", "H", "H", "H", "H", "H", "H", "H", "H", "H", "H", "H", "H", "H", "H", "H", "H", "H", "H", "H", "H", "H", "H"], "xyz": [[2.71664, 2.28637, -0.00092], [4.10729, 2.04106, 1.66933], [5.33222, 2.23446, 1.63790], [6.17087, 2.44194, 0.50328], [7.53969, 2.61924, 0.78641], [8.42686, 2.82824, -0.21601], [8.00140, 2.88461, -1.55894], [6.68578, 2.71703, -1.86367], [5.70233, 2.46713, -0.85361], [4.49110, 2.27895, -1.20561], [9.85193, 3.00367, 0.10418], [10.19099, 2.91896, 1.27048], [10.61026, 3.22726, -0.82147], [5.85090, 2.24417, 2.60635], [7.89441, 2.58768, 1.81013], [8.73852, 3.06321, -2.33018], [6.33581, 2.75673, -2.88746], [3.47563, 6.68534, 0.07953], [3.34570, 5.34652, 0.46526], [2.64663, 4.47749, -0.23505], [2.04933, 4.87430, -1.38181], [2.09101, 6.19631, -1.81977], [2.83829, 7.10874, -1.05510], [1.38368, 6.57304, -3.01812], [0.69195, 5.66034, -3.72462], [0.67290, 4.27698, -3.32095], [0.01530, 3.27476, -4.05817], [0.09152, 1.97039, -3.65044], [0.83673, 1.66234, -2.50429], [1.44346, 2.58942, -1.79203], [1.36120, 3.88376, -2.17489], [4.06696, 7.36054, 0.68150], [3.80168, 4.97769, 1.37672], [2.90875, 8.14188, -1.37874], [1.42584, 7.60722, -3.34108], [0.15832, 5.94612, -4.62583], [-0.54787, 3.54877, -4.94532], [-0.40138, 1.17294, -4.19385], [0.95050, 0.63526, -2.17981], [0.34249, -3.32455, -5.37469], [0.64545, -3.53301, -3.90961], [-0.16560, -4.33827, -3.11598], [0.09344, -4.53218, -1.76530], [-0.83329, -5.38098, -0.93042], [1.20363, -3.89755, -1.18717], [2.04534, -3.09621, -1.96951], [3.28832, -2.42985, -1.41567], [1.74533, -2.92575, -3.31989], [1.48772, -4.10743, 0.27082], [2.23234, -5.20393, 0.69459], [2.52780, -5.37610, 2.04016], [2.09451, -4.45282, 2.98502], [1.33794, -3.35108, 2.60113], [1.02490, -3.20357, 1.23948], [-0.04724, -1.71378, 0.68717], [1.63076, 0.04618, 0.59059], [-1.07249, -1.55974, -1.24984], [-2.28440, -0.01054, -0.07882], [0.72294, 1.64425, 1.30555], [-1.61080, -0.84761, 1.93169], [-4.22773, -0.01495, -0.18015], [-4.80871, 1.16324, 0.34032], [-6.19257, 1.29974, 0.31335], [-6.98113, 0.29184, -0.22454], [-6.39752, -0.85677, -0.73762], [-5.01475, -1.02661, -0.73377], [-4.44197, -2.27980, -1.32469], [-4.33606, -3.43906, -0.54971], [-4.64369, -3.44026, 0.93279], [-3.91047, -4.61646, -1.16245], [-3.59133, -4.66873, -2.51204], [-3.25420, -5.97939, -3.18117], [-3.64600, -3.49025, -3.24494], [-4.06823, -2.29605, -2.67372], [-4.14647, -1.04913, -3.52901], [-3.94486, 2.25091, 0.92621], [-3.37848, 3.21157, 0.07692], [-3.68119, 3.20690, -1.40132], [-2.53549, 4.18746, 0.61295], [-2.26638, 4.24834, 1.97226], [-1.35500, 5.31161, 2.54390], [-2.86159, 3.30266, 2.80607], [-3.70283, 2.31156, 2.31387], [-4.35869, 1.34014, 3.26237], [0.87137, -2.35474, 3.61937], [1.63034, -1.21725, 3.90247], [2.98429, -0.95821, 3.27840], [1.13659, -0.29535, 4.82966], [-0.06152, -0.49509, 5.49520], [-0.56960, 0.49996, 6.51042], [-0.77729, -1.66168, 5.22969], [-0.33335, -2.59422, 4.30746], [-1.13489, -3.85283, 4.05844], [-0.51561, -3.91847, -5.69090], [1.19544, -3.60503, -5.99598], [0.12062, -2.27410, -5.58265], [-1.03111, -4.82413, -3.56059], [-1.62831, -5.79720, -1.54604], [-1.30011, -4.79056, -0.13530], [-0.30265, -6.20534, -0.44911], [3.50324, -2.72670, -0.38885], [3.19833, -1.34096, -1.44488], [4.15804, -2.68365, -2.02430], [2.40340, -2.30757, -3.92931], [2.59771, -5.91047, -0.04467], [3.10627, -6.23542, 2.35637], [2.34303, -4.58034, 4.03438], [-6.65016, 2.19927, 0.71107], [-8.05843, 0.40775, -0.25422], [-7.01814, -1.64437, -1.15407], [-5.49863, -2.80831, 1.17823], [-3.78694, -3.05795, 1.49977], [-4.85353, -4.45188, 1.28434], [-3.85075, -5.52528, -0.56754], [-2.86776, -6.70836, -2.46849], [-2.52080, -5.84727, -3.97891], [-4.14810, -6.41368, -3.63501], [-3.37226, -3.50503, -4.29794], [-3.53594, -1.16291, -4.42636], [-3.80799, -0.16119, -2.99148], [-5.17345, -0.85004, -3.84595], [-3.00971, 2.52904, -1.93928], [-3.54893, 4.20543, -1.82199], [-4.69869, 2.87311, -1.60400], [-2.10463, 4.93550, -0.05109], [-1.03878, 6.01787, 1.77303], [-0.45650, 4.86587, 2.98402], [-1.85473, 5.87300, 3.33661], [-2.67602, 3.35074, 3.87778], [-4.20948, 1.65467, 4.29520], [-3.94421, 0.33538, 3.15338], [-5.42980, 1.26131, 3.07518], [3.24735, -1.69706, 2.52160], [3.75886, -0.98614, 4.04957], [3.02617, 0.03232, 2.82297], [1.72109, 0.59862, 5.03886], [-0.01443, 1.43728, 6.46108], [-0.46768, 0.10493, 7.52370], [-1.62909, 0.71738, 6.35382], [-1.71613, -1.84050, 5.75083], [-2.11697, -3.78354, 4.52720], [-0.62473, -4.72978, 4.46743], [-1.28126, -4.04165, 2.99285]], "atomic_forces_ev_per_a": [[0.2, 0.4, -0.2], [0.0, 0.2, 0.2], [-0.1, -0.1, -0.2], [0.0, 0.1, 0.1], [-0.1, 0.0, 0.2], [0.4, 0.1, -0.1], [0.1, 0.0, 0.0], [0.0, 0.0, 0.0], [-0.1, 0.0, 0.0], [0.1, 0.1, -0.2], [0.0, 0.0, -0.1], [-0.1, 0.0, -0.1], [-0.2, 0.0, 0.1], [0.0, -0.1, 0.0], [0.0, 0.0, 0.0], [0.0, 0.0, 0.0], [0.0, 0.0, 0.0], [0.0, 0.0, 0.1], [-0.1, 0.0, 0.1], [0.3, 0.0, -0.1], [0.0, -0.2, 0.1], [-0.1, 0.2, -0.1], [0.0, 0.2, -0.1], [0.1, 0.1, 0.1], [-0.1, -0.2, -0.1], [-0.1, 0.1, -0.2], [-0.1, 0.1, -0.1], [0.0, -0.1, 0.0], [0.1, 0.1, -0.1], [0.0, 0.0, 0.0], [0.1, -0.1, 0.1], [0.0, 0.0, 0.0], [0.0, 0.0, 0.0], [0.0, -0.1, 0.0], [0.0, -0.1, 0.0], [0.0, -0.1, 0.1], [0.1, 0.0, 0.1], [0.1, 0.1, 0.0], [-0.1, 0.0, 0.1], [0.0, 0.0, 0.1], [0.0, 0.0, 0.0], [0.0, -0.1, -0.1], [0.0, 0.0, 0.1], [0.2, 0.0, 0.0], [0.1, -0.1, 0.1], [0.1, 0.0, 0.0], [-0.1, -0.1, 0.0], [0.0, 0.1, 0.0], [0.0, 0.1, 0.1], [0.1, 0.0, 0.0], [-0.1, 0.0, 0.0], [0.0, 0.0, 0.0], [0.0, 0.0, -0.1], [0.1, -0.3, 0.0], [0.1, 0.2, 0.0], [-0.5, -0.3, -0.1], [0.0, 0.1, -0.1], [0.2, -0.2, 0.1], [-0.1, 0.0, 0.1], [-0.1, 0.2, 0.1], [-0.3, 0.5, 0.1], [0.1, -0.2, 0.1], [0.0, 0.0, 0.0], [0.0, 0.0, 0.0], [-0.1, -0.1, 0.0], [0.0, 0.0, 0.0], [0.0, 0.2, 0.0], [0.0, -0.1, 0.1], [0.0, 0.0, -0.1], [-0.2, 0.0, 0.1], [-0.1, -0.1, -0.1], [-0.3, 0.0, -0.1], [0.0, 0.0, -0.1], [-0.1, 0.1, -0.1], [0.0, -0.1, 0.1], [0.0, -0.1, -0.1], [0.0, 0.0, 0.0], [0.1, 0.0, 0.0], [-0.1, 0.0, -0.1], [0.2, 0.0, 0.1], [0.0, -0.1, 0.0], [0.0, 0.0, 0.0], [0.0, 0.0, -0.1], [0.1, 0.0, -0.1], [0.0, -0.2, 0.0], [0.0, 0.1, -0.1], [0.0, 0.0, 0.2], [0.1, 0.1, -0.1], [0.0, 0.1, 0.1], [0.0, -0.1, -0.1], [-0.1, 0.0, 0.1], [0.0, -0.1, 0.0], [0.1, 0.1, 0.0], [0.0, 0.0, 0.0], [0.0, 0.0, 0.0], [0.0, -0.1, 0.0], [0.3, 0.2, 0.1], [0.4, 0.1, 0.3], [0.0, 0.0, 0.0], [0.1, 0.0, 0.0], [0.0, 0.0, 0.0], [0.0, 0.0, 0.0], [0.0, 0.0, 0.0], [-0.1, -0.1, 0.1], [-0.1, 0.0, 0.1], [0.0, 0.0, 0.0], [0.0, 0.0, -0.1], [0.0, 0.0, 0.0], [0.1, 0.0, 0.0], [0.0, 0.1, 0.0], [0.0, 0.0, 0.0], [-0.1, 0.0, 0.0], [0.0, 0.1, 0.0], [0.0, 0.1, 0.0], [-0.1, -0.1, -0.1], [-0.1, -0.1, 0.0], [0.0, 0.0, 0.0], [0.0, 0.0, 0.1], [0.0, 0.0, 0.0], [0.0, 0.0, 0.0], [0.0, 0.0, 0.0], [0.0, 0.0, 0.0], [0.0, -0.1, 0.0], [0.0, 0.0, 0.0], [-0.1, -0.1, 0.1], [0.0, -0.1, 0.1], [-0.1, 0.0, 0.0], [0.0, 0.0, -0.1], [0.0, 0.0, -0.1], [0.0, 0.0, 0.0], [0.0, 0.0, 0.0], [0.0, 0.0, 0.0], [0.0, 0.0, 0.0], [0.0, 0.0, 0.0], [0.1, -0.1, 0.1], [0.0, -0.1, 0.0], [0.0, 0.0, 0.0], [0.0, 0.0, 0.0], [0.1, 0.0, 0.0], [0.1, 0.0, -0.1], [0.1, 0.0, 0.0], [0.0, 0.1, 0.0], [0.0, 0.0, 0.0]], "mulliken_charge": [0.557, -0.386, -0.401, 0.743, -0.379, -0.542, -0.432, -0.680, 0.230, -0.502, 1.002, -0.619, -0.617, 0.371, 0.523, 0.511, 0.468, -0.980, -0.576, 0.483, 0.090, 1.066, -0.666, -0.861, -1.087, 1.269, -0.863, -0.986, -0.811, 0.820, -0.392, 0.447, 0.582, 0.463, 0.443, 0.442, 0.442, 0.631, 0.817, -1.633, 0.401, -0.287, 1.027, -0.319, -0.012, 1.327, -1.897, -0.695, -1.270, 0.003, -1.182, -0.136, -0.453, 0.901, -1.814, -0.362, 0.707, 0.186, 0.318, 0.598, 0.538, -1.056, 0.350, -0.991, 0.157, -1.262, 0.891, 1.190, -1.570, -0.635, 0.263, -1.593, -0.522, 0.725, -1.848, -0.056, 1.098, -1.499, -0.871, 0.650, -1.618, -0.954, 1.050, -1.503, 0.149, 0.904, -1.625, -0.984, 0.760, -1.602, -0.697, 1.507, -1.477, 0.372, 0.407, 0.291, 0.350, -0.749, -0.074, 0.549, 0.319, 0.072, 0.569, 0.501, 0.555, 0.452, 0.595, 0.533, 0.457, 0.520, 0.358, 0.062, 0.520, 0.351, 0.440, 0.434, 0.394, 0.407, 0.437, 0.211, 0.354, 0.079, 0.559, 0.285, 0.353, 0.377, 0.294, 0.398, 0.418, 0.520, 0.148, 0.341, 0.188, 0.631, 0.080, 0.411, 0.369, 0.353, 0.334, 0.412, 0.465, 0.306, 0.092], "e_above_lowest_kj_mol": 52.2, "molar_mass_g_mol": 1353.2, "spin_multiplicity": 5, "total_charge": 1}